# C26H81F6N5O12P

A cluster of 13 separate species, C26H81F6N5O12P in total (the ωB97M-V functional and the def2-TZVPD basis, OMol25).

Element x y z (Å)
P (0.448, -1.695, 1.497)
F (0.992, -0.739, 0.287)
F (0.949, -0.682, 2.658)
F (-0.998, -0.997, 1.427)
F (-0.010, -2.736, 2.623)
F (-0.112, -2.780, 0.414)
F (1.892, -2.485, 1.355)
C (-4.042, 3.962, 4.002)
C (-4.155, 5.468, 3.697)
O (-2.878, 6.068, 3.739)
H (-3.726, 3.315, 3.183)
H (-5.078, 3.672, 4.176)
H (-3.540, 3.730, 4.941)
H (-4.677, 6.006, 4.489)
H (-4.546, 5.633, 2.693)
H (-2.300, 5.508, 3.215)
C (-2.737, -0.982, 8.852)
C (-2.283, -1.211, 7.461)
O (-1.134, -0.420, 7.298)
H (-2.951, 0.004, 9.262)
H (-2.037, -1.464, 9.535)
H (-3.727, -1.429, 8.940)
H (-3.007, -0.923, 6.699)
H (-2.113, -2.275, 7.297)
H (-0.782, -0.520, 6.410)
C (5.388, 4.746, 0.692)
C (5.220, 3.811, 1.900)
O (4.319, 4.381, 2.842)
H (5.990, 5.619, 0.946)
H (4.523, 5.245, 0.254)
H (5.859, 4.179, -0.110)
H (6.181, 3.510, 2.318)
H (4.738, 2.886, 1.585)
H (3.447, 4.334, 2.443)
C (-5.193, 5.807, -4.128)
C (-5.826, 4.394, -4.592)
C (-5.218, 3.146, -3.880)
O (-3.925, 2.864, -4.347)
C (-3.410, 1.679, -3.796)
N (-7.246, 4.582, -4.311)
H (-4.277, 5.923, -4.709)
H (-4.993, 5.947, -3.066)
H (-5.797, 6.662, -4.433)
H (-5.683, 4.307, -5.669)
H (-5.783, 2.221, -3.995)
H (-5.145, 3.329, -2.807)
H (-2.386, 1.526, -4.136)
H (-3.961, 0.817, -4.171)
H (-3.520, 1.663, -2.711)
H (-7.672, 3.817, -4.815)
H (-7.476, 5.464, -4.747)
C (5.107, -3.204, 7.091)
C (4.075, -4.190, 7.467)
C (4.715, -5.573, 7.861)
O (3.739, -6.460, 8.329)
C (4.244, -7.581, 9.020)
N (3.301, -3.693, 8.596)
H (4.575, -2.265, 6.940)
H (5.626, -3.448, 6.164)
H (5.836, -3.061, 7.889)
H (3.428, -4.266, 6.593)
H (5.485, -5.298, 8.582)
H (5.210, -6.007, 6.991)
H (3.383, -8.148, 9.375)
H (4.910, -7.321, 9.842)
H (4.781, -8.195, 8.297)
H (2.699, -4.481, 8.792)
H (2.729, -2.961, 8.200)
C (-5.268, -7.323, -0.526)
C (-4.668, -5.955, -0.803)
C (-5.468, -5.112, -1.831)
O (-5.258, -5.573, -3.184)
C (-6.184, -5.040, -4.170)
N (-4.567, -5.240, 0.461)
H (-6.266, -7.287, -0.088)
H (-4.690, -8.046, 0.049)
H (-5.358, -7.839, -1.482)
H (-3.631, -6.088, -1.111)
H (-5.242, -4.057, -1.677)
H (-6.537, -5.186, -1.632)
H (-6.116, -5.524, -5.144)
H (-6.094, -3.959, -4.281)
H (-7.218, -5.082, -3.827)
H (-4.312, -5.960, 1.122)
H (-3.710, -4.705, 0.443)
C (1.898, 4.734, -5.058)
C (1.488, 6.243, -4.844)
C (1.144, 6.936, -6.175)
O (0.827, 8.312, -5.874)
C (0.444, 9.035, -7.037)
N (0.350, 6.398, -4.004)
H (2.067, 4.150, -4.153)
H (2.651, 4.630, -5.839)
H (1.036, 4.325, -5.584)
H (2.294, 6.856, -4.439)
H (0.373, 6.382, -6.711)
H (2.025, 6.977, -6.815)
H (0.041, 10.024, -6.821)
H (-0.388, 8.565, -7.561)
H (1.269, 9.223, -7.724)
H (-0.445, 5.995, -4.479)
H (0.177, 7.373, -4.198)
C (6.236, -3.050, -5.398)
C (6.198, -2.300, -4.001)
C (6.185, -0.732, -4.105)
O (7.312, -0.146, -4.696)
C (8.492, 0.135, -3.950)
N (4.951, -2.845, -3.380)
H (6.025, -4.112, -5.278)
H (7.184, -2.877, -5.908)
H (5.456, -2.621, -6.026)
H (7.128, -2.627, -3.537)
H (5.941, -0.273, -3.147)
H (5.307, -0.495, -4.705)
H (9.038, -0.802, -3.841)
H (8.308, 0.582, -2.973)
H (9.209, 0.762, -4.479)
H (4.657, -2.316, -2.572)
H (4.245, -2.538, -4.034)
O (0.563, -7.796, 1.587)
H (-0.226, -7.691, 2.118)
H (0.728, -6.925, 1.226)
O (-0.574, -5.615, -4.050)
H (-0.362, -5.257, -3.189)
H (-1.531, -5.604, -4.086)
O (-5.726, -1.457, 2.470)
H (-5.616, -2.403, 2.373)
H (-4.965, -1.080, 2.028)
O (-0.001, 4.548, 0.948)
H (0.071, 3.627, 0.695)
H (-0.350, 4.984, 0.171)

Summary:
Kohn-Sham gap ... 9.4 eV
Spin multiplicity ... 1
E_tot ... -85892.49335 eV
Charge ... -1
HOMO level ... -7.65 eV